[1]
Computed, not measured: C20H37N7O2 as an isolated structure at a distorted geometry, with wB97M-V/def2-TZVPD.

Properties
orbital gap = 8.055 eV
E_tot = -35846.5619 eV
energy relative to the best compared isomer or geometry (same formula, charge and spin) = 449.8 kcal per mole
max |F| = 15.69 eV/A
multiplicity = 1
LUMO = 0.55 eV

Each line ends with the natural charge from an NBO analysis.
Geometry (Å):
O: -5.8440 -1.1846 -0.7474  -0.5314
O: -0.5581 0.0183 1.4075  -0.6992
N: 3.1352 1.0692 1.2150  -0.3986
N: -3.2806 -0.6433 -1.9086  -0.5079
N: 2.2214 -1.3159 -2.6079  -0.0208
N: 2.1963 -2.0141 -1.6623  -0.0710
N: -0.2891 -1.3180 -0.4391  -0.6137
N: 2.7035 -0.1059 -2.1387  -0.3636
N: 2.6404 -1.3846 -0.5002  -0.2402
C: 3.2429 -0.2689 -0.9768  0.3640
C: 2.9380 -2.3695 0.6389  -0.2031
C: 1.9052 3.1483 2.7254  -0.2636
C: 1.2267 2.3369 1.5743  -0.2796
C: 2.0719 2.0258 0.5302  -0.2358
C: -4.8337 -0.8825 0.0967  -0.0779
C: -2.0910 -0.4313 -2.2636  0.2297
C: 1.9839 -1.9062 1.9065  -0.3609
C: 2.8592 2.2774 3.2400  -0.3575
C: -1.8602 0.3751 -3.3025  -0.6405
C: -5.6878 -0.7923 -2.1023  -0.0757
C: 3.8998 1.6761 2.2060  -0.2268
C: -0.1917 -1.1491 0.8572  0.6494
C: -4.3291 -1.1698 -2.4769  -0.1959
C: -1.7411 -1.8612 -3.0558  -0.6980
C: 4.0064 0.6570 -0.1438  -0.3110
C: 0.4421 -2.2417 1.3218  -0.5118
C: 0.9441 3.4319 3.8791  -0.5411
C: -0.8520 -0.2532 -1.2607  -0.2933
C: -3.4444 -1.1233 -0.3852  -0.2302
H: -4.3763 -0.7457 -3.5478  0.1996
H: 2.6307 2.7165 0.2040  0.1630
H: -1.0422 0.7352 -3.7661  0.2455
H: -4.4243 -2.3263 -2.5516  0.1489
H: -3.3348 -2.1400 -0.5970  0.1671
H: -6.5106 -1.2194 -2.5993  0.2042
H: 0.6798 1.6963 1.8899  0.2067
H: -0.0371 -2.3859 2.3436  0.2514
H: 2.4580 4.0413 2.5263  0.2092
H: -2.6417 0.3690 -4.1673  0.2233
H: 0.0290 -2.0689 -1.0430  0.4378
H: -5.6748 0.2118 -1.9345  0.1698
H: 4.2772 1.3477 -0.8783  0.2347
H: 0.3329 2.6520 4.2049  0.2132
H: 2.0355 -0.7871 2.0194  0.2626
H: 3.5125 2.4786 3.9959  0.2112
H: -1.2150 0.7757 -0.9712  0.2650
H: -0.1386 0.2749 -1.9799  0.2296
H: -1.9214 -2.6796 -2.2751  0.1896
H: 0.5674 -3.1469 0.8995  0.2259
H: 0.1721 4.2522 3.4416  0.1845
H: 2.7786 -3.3354 0.3815  0.2182
H: 4.5005 0.9742 2.4173  0.1831
H: -2.6489 -0.8994 0.1019  0.2140
H: 3.9513 -2.0139 0.9620  0.2084
H: 0.5695 3.4231 1.1085  0.1517
H: -2.1638 1.5640 -3.0491  0.1670
H: 1.6871 1.5891 -0.4428  0.2160
H: 2.5160 1.1615 3.7098  0.1772
H: 2.1459 -2.2950 2.8293  0.2029
H: -0.6477 -1.8230 -3.2350  0.1997
H: 1.4311 3.8186 4.5750  0.1825
H: 4.6842 -0.0494 0.4892  0.2253
H: -4.9996 -1.2189 1.1772  0.1906
H: -2.1281 -2.0283 -4.0685  0.2233
H: 4.4402 2.4455 1.8133  0.1436
H: -4.9090 0.0351 0.3892  0.1596

[2]
Computed, not measured: C20H38AgO7S as an isolated structure at a distorted geometry, with wB97M-V/def2-TZVPD.

Properties
orbital gap (spin up / spin down) = 7.149 / 3.788 eV
E_tot = -50495.0066 eV
⟨S²⟩ = 0.76
charge = +2
max |F| = 5.23 eV/A
multiplicity = 2
LUMO (spin up / spin down) = -8.27 / -11.63 eV

Each line ends with the natural charge from an NBO analysis.
Geometry (Å):
Ag: 3.3646 -2.1434 -2.4743  0.9707
S: -2.9554 1.5192 -3.9139  2.3137
O: -3.2958 2.9003 -4.4827  -0.3888
O: 3.9773 -0.6268 0.7172  -0.5096
O: -2.3871 -4.2568 -0.7684  -0.5061
O: -3.2502 0.6180 -5.0701  -0.5740
O: -2.6729 -2.2323 0.2655  -0.5493
O: -3.6228 1.1264 -2.4144  -0.5857
O: -1.3145 1.6800 -3.5062  -0.5858
C: -0.1039 -0.1295 3.3945  -0.4017
C: -0.3913 1.4387 3.2578  -0.4222
C: -1.7181 1.8244 2.4431  -0.4065
C: -1.9862 0.9494 1.1300  -0.4262
C: -2.8913 1.6852 0.0204  -0.4432
C: 2.2517 2.2898 -0.4346  -0.6366
C: 2.8547 -1.1312 1.5332  -0.0788
C: -2.1558 -0.5196 -1.4863  -0.4858
C: -0.2408 -3.0640 -0.1948  -0.5191
C: 1.6518 1.0902 -2.6443  -0.6417
C: -3.2773 -1.4335 -0.7941  -0.0926
C: -1.8288 -3.2542 -0.2840  0.7879
C: 0.5609 -4.4048 0.1581  -0.6142
C: 4.1764 -1.4614 -0.4231  -0.2671
C: -2.5039 1.0706 -1.4239  0.3008
C: -1.4443 2.0674 -2.1030  0.0256
C: 1.4627 -0.4382 3.7309  -0.4050
C: -0.1662 2.5576 -1.2814  -0.4386
C: 1.0503 1.5183 -1.2203  -0.2365
C: 2.4619 0.0458 2.5666  -0.4390
H: -2.6078 1.8458 3.1540  0.2352
H: 0.2238 3.5363 -1.7467  0.2597
H: -0.9804 0.6639 0.6718  0.1943
H: 1.6057 -4.2966 -0.3254  0.1783
H: 3.1115 1.5939 -0.1572  0.2371
H: -4.0133 1.6003 0.1961  0.2626
H: 1.5016 1.8770 -3.4524  0.2485
H: 2.7928 0.9874 -2.5059  0.2125
H: -3.8226 -2.1348 -1.5226  0.2328
H: -1.5682 2.9134 2.0803  0.1970
H: 5.1664 -1.2098 -0.9433  0.2449
H: -1.1144 -0.6178 -1.0309  0.2425
H: -2.5836 0.0233 1.4709  0.2514
H: 2.6906 3.0875 -1.1439  0.2254
H: 0.1170 -2.6965 -1.2288  0.2048
H: -0.3442 -0.7510 2.4702  0.1812
H: -2.6205 2.8073 0.0279  0.2306
H: 1.5424 -1.5885 3.7586  0.2084
H: 0.7456 -4.5119 1.2821  0.2408
H: 1.3012 0.0376 -2.9742  0.1846
H: 2.0076 0.8775 1.9348  0.2054
H: 1.8589 2.8801 0.4740  0.2268
H: -0.5504 1.8313 4.3320  0.2387
H: 1.9855 -1.2887 0.8040  0.1581
H: 1.7030 0.0037 4.7504  0.2385
H: -4.0856 -0.7988 -0.2967  0.2178
H: -0.6943 -0.5243 4.2947  0.2353
H: -2.0928 -0.8305 -2.5853  0.2220
H: 0.1008 -5.3525 -0.2988  0.2663
H: 4.2680 -2.5655 -0.1009  0.2211
H: -0.4141 2.8293 -0.1884  0.2720
H: 3.3230 -1.3514 -1.2339  -0.0080
H: 0.8434 0.5816 -0.5888  0.2000
H: -0.0093 -2.2257 0.5558  0.2277
H: -2.0776 3.0358 -2.1931  0.2042
H: 0.4847 2.0501 2.8439  0.2010
H: 3.4025 0.4784 3.0554  0.2476
H: 3.1973 -2.0832 2.0629  0.2084

[3]
Computed, not measured: C20H38B2Br4ClF6K3N5O11S2 as an isolated structure at a distorted geometry, with wB97M-V/def2-TZVPD.

Properties
orbital gap = 1.886 eV
E_tot = -432314.1038 eV
charge = +1
max |F| = 4.96 eV/A
multiplicity = 1
LUMO = -5.49 eV

Each line ends with the Mulliken charge.
Geometry (Å):
Br: -2.0803 -0.3711 2.8176  0.0341
Br: 2.8694 -8.6078 -0.6336  -0.0840
Br: 1.7204 -6.2659 -2.4451  0.0434
Br: -0.1948 -7.7021 -0.4297  0.1474
K: -4.0181 -3.2599 -1.0007  1.0156
K: -4.7302 -6.8191 0.0679  0.9300
K: 5.6203 -8.5839 -1.2224  0.9421
Cl: -2.5848 -7.0466 1.1927  -0.5600
S: -2.8319 -0.0203 -2.0807  1.4365
S: -1.8764 -5.0470 1.4606  1.1306
F: -1.7204 4.3532 5.1448  -0.8055
F: -4.3677 -3.9881 5.8211  -0.3533
F: -2.1892 -4.5555 5.3936  -0.4075
F: -2.5973 -1.4096 -2.9486  -0.3210
F: -3.2440 -2.9892 4.0799  -0.3551
F: -3.8476 -5.2052 3.9480  -0.3949
O: -2.9217 2.4517 -0.8110  -0.4117
O: -3.3250 0.8282 -3.0931  -0.6237
O: 2.2385 -3.6495 -2.6231  -0.7331
O: -1.0512 -5.0398 2.5984  -0.4878
O: 3.1466 -2.8512 -0.7144  -0.6718
O: 2.1928 0.2185 1.2318  -0.5527
O: -3.8758 -0.2879 -1.1318  -0.6532
O: -3.0407 -4.2218 1.6820  -0.4701
O: 2.0062 4.8564 -1.5328  -0.6743
O: 0.9303 0.3039 3.1966  -0.5870
O: 4.2787 -4.3507 -1.9288  -0.5013
N: -0.2938 0.5456 -2.3805  -0.4149
N: 2.8657 6.1221 -3.2042  0.1589
N: -1.3022 0.6865 -1.3562  0.8936
N: -3.8568 4.1809 -2.2615  -0.5336
N: 0.2972 2.2054 0.3322  0.9763
C: -1.4370 -3.1856 -0.6669  -2.4107
C: 0.1119 -1.1811 -0.2472  -1.4846
C: 1.1331 -1.0484 3.6503  -0.6062
C: 1.1877 3.1101 1.0627  -0.7439
C: -1.4940 1.3064 1.9207  -0.1822
C: 2.5257 4.9644 -2.6342  0.1891
C: -0.2366 -2.3485 -1.2036  -1.4324
C: 1.3151 -7.9379 -1.5861  -0.3965
C: -0.2969 1.0439 0.9851  0.1860
C: 2.6590 3.0877 0.5994  -1.5771
C: 2.6055 7.3603 -2.4807  -0.9401
C: -3.4247 3.4650 -1.4479  0.6834
C: 3.4850 6.1872 -4.5159  -0.9250
C: -0.5693 2.9964 -0.5130  -1.1260
C: 3.1219 -3.5353 -1.7482  0.7038
C: -1.7394 3.7858 2.4919  -1.1974
C: -0.9166 -4.5133 -0.0446  -1.0121
C: -1.3414 2.3880 2.9857  -0.8043
C: -1.5929 2.1733 -1.2873  -0.3593
C: -0.8083 0.0301 -0.0734  0.2042
B: -3.4110 -4.1759 4.8364  0.4361
B: 0.9646 0.4504 1.8515  0.8777
H: 2.3528 -0.7227 1.1278  0.3874
H: 1.0665 -8.6561 -2.3551  0.4215
H: 0.2019 -1.7257 0.6865  -0.2502
H: 3.2875 2.6007 1.3354  0.3593
H: 2.7643 4.0856 -3.2581  0.2326
H: 0.9015 4.1221 0.7940  0.8171
H: 4.7220 -4.0421 -1.1227  0.3063
H: 0.5089 1.1245 -2.1425  0.2478
H: -0.2723 -2.1175 -2.2587  0.5789
H: -2.3981 1.5764 1.3818  0.3560
H: -0.9834 -5.2934 -0.7897  0.4802
H: -0.3735 2.4392 3.4647  0.0787
H: 4.4616 6.6664 -4.4387  0.3490
H: -2.0406 2.1600 3.7783  0.7206
H: 1.5388 7.4503 -2.2770  0.2816
H: 0.6333 -1.1684 4.5996  0.3182
H: 0.0670 3.5186 -1.2267  0.2099
H: 1.1290 3.1445 2.1454  0.3865
H: 1.0739 -0.8314 -0.5965  1.1018
H: -0.8863 4.3946 2.2197  0.1636
H: -2.4976 3.7570 1.7044  0.1662
H: -1.7162 -0.3993 0.3560  0.1301
H: 0.1136 -4.4734 0.2903  0.5915
H: 2.7069 2.4577 -0.2834  0.1555
H: -2.1388 -3.4771 -1.4938  1.7986
H: 3.1357 7.3488 -1.5291  0.2907
H: 2.1861 -1.3059 3.6880  0.3271
H: 2.9364 8.2088 -3.0719  0.3997
H: -1.5608 2.5345 -2.3067  1.0075
H: -2.1650 4.2837 3.3837  0.5738
H: -0.6826 0.7328 -3.2983  0.3073
H: -1.9287 -2.5685 0.1370  1.1657
H: 0.6201 -1.7168 2.9580  0.0369
H: -1.1149 3.7873 0.0084  0.3179
H: 3.0041 4.0753 0.3558  0.4275
H: 3.6136 5.1876 -4.9245  0.2834
H: 2.8557 6.7686 -5.1912  0.3531
H: 0.6197 -3.0139 -1.1149  -0.0737